Record 1
Formula: C3H33O14
Source: the OMol25 dataset
Level of theory: ωB97M-V/def2-TZVPD

* E: -1187.52144 hartree
* E_LUMO: 2.66 eV
* ΔE to the lowest compared entry with this formula, charge and spin: 0.1048 eV

Structure (ORCA input):
```
! wB97M-V def2-TZVPD RIJCOSX def2/J DEFGRID3
* xyz -1 1
C 1.73 1.50 1.50
C 0.33 1.17 1.00
C 0.36 0.03 -0.10
O -0.54 0.62 1.99
H 2.33 1.95 0.71
H 2.23 0.59 1.80
H 1.73 2.21 2.34
H -0.19 2.06 0.68
H 0.77 0.31 -1.04
H -0.57 -0.41 -0.41
H 0.82 -0.87 0.21
O 0.97 -1.21 3.10
H 0.50 -0.44 2.69
H 0.29 -1.88 3.09
O -1.77 0.57 -3.01
H -1.71 0.60 -2.07
H -0.85 0.76 -3.32
O 1.63 -3.11 -1.57
H 0.70 -2.94 -1.72
H 1.81 -3.17 -0.60
O -2.32 2.60 2.35
H -1.73 3.30 2.03
H -1.83 1.72 2.34
O -0.05 1.93 4.56
H 0.23 1.54 3.77
H 0.02 2.85 4.34
O 0.91 3.26 -1.89
H 0.88 2.89 -1.00
H 1.13 2.57 -2.50
O 2.18 -3.00 1.20
H 2.34 -2.11 1.39
H 1.56 -3.22 1.92
O -2.59 1.04 -0.54
H -2.41 1.95 -0.82
H -1.80 0.83 -0.06
O 2.33 -0.83 -2.69
H 2.60 -0.08 -2.21
H 2.18 -1.65 -2.18
O -1.70 -1.88 1.85
H -2.26 -1.94 2.57
H -1.10 -1.15 1.93
O -2.68 -1.86 -0.86
H -2.25 -1.85 0.04
H -3.26 -1.12 -0.94
O 0.87 1.37 -3.78
H 1.09 0.56 -4.21
H 0.67 1.88 -4.53
O -0.87 -2.54 -2.60
H -1.28 -3.38 -2.83
H -1.44 -2.06 -1.96
*
```

Now the Mulliken charges, all in e:
1. C -1.790
2. C 0.703
3. C 1.538
4. O -0.948
5. H 0.451
6. H 0.323
7. H 0.350
8. H 0.542
9. H -0.494
10. H -0.849
11. H -0.264
12. O -0.806
13. H 0.230
14. H 0.372
15. O -0.675
16. H 0.300
17. H 0.466
18. O -0.798
19. H 0.379
20. H 0.456
21. O -0.681
22. H 0.282
23. H 0.357
24. O -0.669
25. H 0.246
26. H 0.327
27. O -0.722
28. H 0.320
29. H 0.386
30. O -0.705
31. H 0.315
32. H 0.314
33. O -0.734
34. H 0.307
35. H 0.439
36. O -0.680
37. H 0.279
38. H 0.427
39. O -0.772
40. H 0.246
41. H 0.423
42. O -0.725
43. H 0.346
44. H 0.280
45. O -0.648
46. H 0.292
47. H 0.231
48. O -0.747
49. H 0.258
50. H 0.524

---

Record 2
Formula: C3H34N2O13
Source: the OMol25 dataset
Level of theory: ωB97M-V/def2-TZVPD

* E: -1222.18183 hartree
* E_LUMO: -0.16 eV
* ΔE to the lowest compared entry with this formula, charge and spin: 3.4515 eV

Structure (ORCA input):
```
! wB97M-V def2-TZVPD RIJCOSX def2/J DEFGRID3
* xyz 0 1
C -2.23 1.72 -0.17
N -0.93 2.10 0.29
C -0.69 3.48 0.60
O 0.11 3.66 1.79
C -2.21 0.54 -1.30
N -1.57 -0.72 -0.85
H -2.70 2.58 -0.63
H -2.96 1.40 0.69
H -0.68 1.55 1.17
H -0.02 3.87 -0.15
H -1.49 4.22 0.62
H 0.68 2.78 1.90
H -3.25 0.38 -1.49
H -1.54 0.89 -2.14
H -0.92 -0.39 -0.12
H -0.83 -0.88 -1.51
H 1.77 -1.49 -1.74
H 1.16 -0.11 -2.06
O 1.00 -1.09 -2.02
H 0.30 1.23 -1.66
H 1.87 1.84 -1.73
O 1.04 1.69 -2.27
H 1.15 0.49 2.82
H 1.83 1.69 3.33
O 1.47 1.39 2.39
H 3.00 0.70 1.64
H 3.89 1.46 0.56
O 3.76 0.66 0.98
H -0.67 -1.60 -4.34
H 0.02 -2.03 -3.08
O -0.57 -2.36 -3.76
H 0.64 -3.81 2.43
H 0.93 -3.79 0.95
O 1.35 -3.39 1.84
H -4.56 -2.72 -1.51
H -3.81 -1.65 -2.25
O -4.34 -2.48 -2.26
H 2.93 3.77 0.00
H 2.22 2.42 0.35
O 2.87 2.92 -0.15
H -0.26 -3.15 -1.40
H -1.01 -3.40 0.13
O -0.31 -3.73 -0.43
H 3.15 -2.50 0.14
H 3.35 -0.98 0.27
O 3.22 -1.70 -0.36
H -2.89 -0.89 2.72
H -2.29 -0.51 1.46
O -2.06 -0.59 2.35
H 0.75 -1.66 2.23
H -0.29 -0.87 2.87
O 0.61 -1.00 2.85
*
```

Now the Mulliken charges, all in e:
1. C -0.891
2. N 0.163
3. C -0.402
4. O -0.580
5. C -0.666
6. N -0.199
7. H 0.547
8. H 0.228
9. H 0.009
10. H 0.313
11. H 0.351
12. H 0.307
13. H 0.559
14. H 0.315
15. H 0.095
16. H 0.068
17. H 0.284
18. H 0.285
19. O -0.503
20. H 0.094
21. H 0.341
22. O -0.676
23. H 0.396
24. H 0.411
25. O -0.775
26. H 0.459
27. H 0.299
28. O -0.802
29. H 0.287
30. H 0.450
31. O -0.650
32. H 0.285
33. H 0.453
34. O -0.728
35. H 0.238
36. H 0.352
37. O -0.595
38. H 0.203
39. H 0.461
40. O -0.628
41. H 0.313
42. H 0.305
43. O -0.721
44. H 0.280
45. H 0.399
46. O -0.680
47. H 0.259
48. H 0.281
49. O -0.621
50. H 0.302
51. H 0.385
52. O -0.660

---

Record 3
Formula: C3H34N2O16
Source: the OMol25 dataset
Level of theory: ωB97M-V/def2-TZVPD

* E: -1448.02106 hartree
* E_LUMO: 0.11 eV
* ΔE to the lowest compared entry with this formula, charge and spin: 2.1141 eV

Structure (ORCA input):
```
! wB97M-V def2-TZVPD RIJCOSX def2/J DEFGRID3
* xyz 0 1
O 2.22 -1.83 -0.97
C 2.03 -1.48 0.17
C 0.76 -0.88 0.70
N 0.09 0.18 -0.11
C -0.20 0.13 -1.53
N -0.42 -1.47 -1.91
O -1.17 0.86 -1.92
H 2.80 -1.66 0.94
H 0.01 -1.54 1.14
H 1.08 -0.25 1.53
H -0.76 0.47 0.37
H 0.55 -1.82 -1.94
H -0.79 -1.66 -2.84
H -0.58 2.50 -1.80
H -1.51 3.65 -1.46
O -0.68 3.48 -1.92
H -2.78 0.22 1.14
H -2.77 1.59 1.91
O -2.22 0.85 1.63
H 1.08 0.60 -3.06
H 3.92 -0.81 -2.88
O 1.08 0.37 -2.13
H 2.13 1.31 2.67
H 3.35 0.49 2.65
O 2.55 0.58 3.17
H -2.05 -2.75 0.31
H -1.37 -4.00 -0.06
O -1.94 -3.33 -0.46
H 3.67 1.87 -0.34
H 2.35 1.10 -0.60
O 3.08 1.22 0.03
H 2.50 -0.44 -3.01
H -0.98 -1.95 -1.19
O 3.29 -0.55 -3.56
H -2.91 -0.05 -1.24
H -4.09 -0.90 -0.87
O -3.20 -0.67 -0.54
H 0.02 -0.99 3.24
H -1.01 0.12 3.08
O -0.82 -0.66 3.62
H -1.84 -1.78 2.79
H -2.76 -3.08 2.68
O -2.17 -2.49 2.19
H 2.00 3.70 -1.55
H 1.41 2.65 -2.41
O 2.27 2.95 -2.10
H 1.53 -0.78 3.68
H 0.88 -2.07 4.28
O 1.00 -1.58 3.45
H -2.78 0.84 -2.97
H -4.05 1.58 -3.15
O -3.73 0.67 -3.09
H 1.01 2.31 0.75
H 0.03 2.45 1.91
O 0.88 2.76 1.59
*
```

Now the Mulliken charges, all in e:
1. O -0.549
2. C -0.408
3. C 0.434
4. N 1.321
5. C -0.778
6. N 0.075
7. O -0.946
8. H 0.379
9. H 0.417
10. H -0.233
11. H -0.127
12. H 0.475
13. H 0.369
14. H 0.163
15. H 0.279
16. O -0.733
17. H 0.263
18. H 0.219
19. O -0.506
20. H 0.451
21. H 0.318
22. O -0.352
23. H 0.387
24. H 0.318
25. O -0.722
26. H 0.273
27. H 0.343
28. O -0.682
29. H 0.283
30. H 0.197
31. O -0.580
32. H 0.368
33. H 0.138
34. O -0.692
35. H 0.422
36. H 0.231
37. O -0.573
38. H 0.210
39. H 0.328
40. O -0.987
41. H 0.387
42. H 0.238
43. O -0.628
44. H 0.340
45. H 0.218
46. O -0.604
47. H 0.442
48. H 0.417
49. O -0.587
50. H 0.383
51. H 0.316
52. O -0.672
53. H 0.403
54. H 0.307
55. O -0.755

---

Record 4
Formula: C3H34NO14
Source: the OMol25 dataset
Level of theory: ωB97M-V/def2-TZVPD

* E: -1242.45649 hartree
* E_LUMO: -2.67 eV
* ΔE to the lowest compared entry with this formula, charge and spin: 4.8622 eV

Structure (ORCA input):
```
! wB97M-V def2-TZVPD RIJCOSX def2/J DEFGRID3
* xyz 1 1
O 0.17 -0.01 0.10
C 1.32 0.34 -0.05
C 1.86 0.91 -1.34
N 0.66 1.19 -2.38
C 1.14 2.18 -3.45
H 1.96 0.35 0.82
H 2.21 1.93 -0.92
H 2.58 0.19 -1.65
H 0.39 0.25 -2.88
H -0.16 1.69 -1.83
H 1.29 3.20 -2.92
H 0.23 2.15 -4.06
H 2.13 1.98 -3.83
H 3.27 -1.76 1.14
H 2.01 -1.94 0.31
O 2.90 -1.67 0.25
H 0.70 -1.19 2.43
H 1.77 -1.41 3.66
O 1.60 -1.27 2.68
H -2.54 0.02 -3.15
H -1.86 0.64 -4.56
O -2.21 0.77 -3.74
H -2.51 -2.17 -2.15
H -3.62 -1.88 -3.02
O -2.72 -1.90 -2.99
H 0.51 -1.41 -4.72
H -0.71 -1.98 -3.88
O 0.17 -1.48 -3.85
H -0.44 0.63 2.61
H 0.85 1.00 2.59
O 0.07 1.41 2.45
H -0.76 -4.50 -1.19
H -0.13 -4.69 0.04
O -0.64 -4.07 -0.37
H -2.39 -0.19 1.32
H -2.09 -1.31 2.28
O -1.76 -0.55 2.01
H -1.98 2.84 3.65
H -1.40 2.35 2.41
O -1.84 3.18 2.75
H 0.37 3.77 0.11
H 0.48 2.29 0.22
O 0.37 2.98 -0.43
H -2.56 -0.25 4.29
H -1.36 0.53 5.04
O -1.56 -0.18 4.48
H 2.51 2.00 2.63
H 3.68 2.41 1.85
O 2.78 2.71 2.02
H -1.12 -3.74 2.22
H -1.78 -3.16 1.01
O -1.82 -3.14 2.00
*
```

Now the Mulliken charges, all in e:
1. O -0.373
2. C -0.016
3. C -1.063
4. N 0.049
5. C -0.843
6. H 0.591
7. H 0.481
8. H 0.521
9. H 0.247
10. H 0.539
11. H 0.276
12. H 0.367
13. H 0.349
14. H 0.317
15. H 0.301
16. O -0.575
17. H 0.292
18. H 0.292
19. O -0.615
20. H 0.343
21. H 0.278
22. O -0.590
23. H 0.318
24. H 0.274
25. O -0.615
26. H 0.282
27. H 0.301
28. O -0.638
29. H 0.292
30. H 0.101
31. O -0.561
32. H 0.254
33. H 0.249
34. O -0.522
35. H 0.182
36. H 0.277
37. O -0.360
38. H 0.307
39. H 0.371
40. O -0.658
41. H 0.336
42. H 0.323
43. O -0.639
44. H 0.312
45. H 0.272
46. O -0.614
47. H 0.271
48. H 0.309
49. O -0.559
50. H 0.251
51. H 0.347
52. O -0.636

---

Number 1: HOMO -0.2145 hartree. Number 2: HOMO -0.3513 hartree. Number 3: HOMO -0.3610 hartree. Number 4: HOMO -0.4657 hartree.